(1)
{"formula": "C5H6O2Zn", "method": "ωB97M-V with the def2-TZVPD basis set", "homo_energy_ha": -0.258, "homo_lumo_gap_ev": 7.12, "total_charge": 0, "elements": ["C", "C", "C", "C", "O", "Zn", "H", "H", "H", "H", "C", "O", "H", "H"], "coordinates": [[1.369964, 0.198217, 1.024432], [0.472021, -0.005401, 0.156071], [-0.859266, -0.398596, -0.342190], [-1.577251, -1.323519, 0.599786], [-2.760309, -1.244555, 0.858560], [-4.196754, 0.357227, 0.689959], [1.830092, 0.206337, 2.002689], [-0.735636, -0.953959, -1.289825], [-1.481914, 0.477938, -0.566062], [-0.964466, -2.121815, 1.064522], [2.015383, 0.641649, -0.624443], [1.894730, 1.874381, -1.187843], [2.311089, -0.108402, -1.379126], [2.682319, 2.400501, -1.006535]], "forces_ev_per_a": [[2.6, 1.0, -2.4], [1.6, 1.1, -2.4], [-0.1, -0.1, -0.1], [-0.3, -0.1, 0.2], [1.2, -1.0, 0.0], [-0.9, 1.0, -0.1], [-0.3, 0.0, -0.1], [0.0, 0.2, 0.2], [0.1, -0.2, 0.1], [-0.1, 0.1, 0.0], [-3.3, -2.6, 3.0], [-0.3, 0.7, 0.3], [-0.1, -0.1, 1.2], [-0.1, 0.0, 0.2]], "lowdin_charge": [0.085, -0.164, -0.139, -0.250, -0.290, 0.343, 0.078, 0.142, 0.094, 0.141, -0.174, -0.061, 0.101, 0.093]}

---

(2)
{"formula": "C5H6O3", "method": "ωB97M-V with the def2-TZVPD basis set", "homo_energy_ha": -0.348, "e_above_lowest_ev": 1.521, "homo_lumo_gap_ev": 9.84, "total_charge": 0, "elements": ["O", "C", "C", "C", "O", "C", "O", "C", "H", "H", "H", "H", "H", "H"], "coordinates": [[2.639240, 0.081404, -0.370270], [1.449679, 0.108060, -0.215844], [0.602446, 1.341533, -0.067900], [-0.844949, 0.887966, 0.077733], [-1.717186, 1.620108, -0.298127], [-0.821613, -0.677407, 0.392907], [-1.674963, -1.266615, -0.612560], [0.642083, -1.235389, 0.054099], [0.795372, 1.926550, 0.953461], [0.963564, 1.997209, -0.880112], [-1.271663, -0.750676, 1.347124], [-2.572426, -0.831495, -0.430386], [0.688589, -1.678670, -0.961194], [1.121832, -1.522579, 1.011075]], "forces_ev_per_a": [[0.0, 0.2, -0.5], [0.0, -1.0, 1.8], [1.0, 1.0, 2.0], [2.4, 0.3, -2.2], [-1.2, -1.0, 0.9], [0.1, 0.4, -3.2], [-1.9, 1.2, 1.3], [-1.0, 4.0, 0.9], [0.2, -1.3, -2.0], [-1.1, 0.2, 0.3], [0.1, -0.9, 1.4], [1.6, -1.0, -0.8], [-0.2, -0.9, 1.3], [-0.1, -1.1, -1.2]], "lowdin_charge": [0.091, -0.409, -0.034, -0.327, 0.112, -0.248, -0.060, 0.011, 0.189, 0.141, 0.127, 0.131, 0.142, 0.133]}

---

(3)
{"formula": "C5H6O3", "method": "ωB97M-V with the def2-TZVPD basis set", "homo_energy_ha": -0.382, "e_above_lowest_ev": 0.920, "homo_lumo_gap_ev": 11.18, "total_charge": 0, "elements": ["O", "C", "O", "C", "C", "C", "C", "O", "H", "H", "H", "H", "H", "H"], "coordinates": [[2.438579, -0.796019, 0.091308], [1.374856, -0.300686, -0.026502], [1.227679, 1.092591, -0.068815], [-0.146567, 1.421355, 0.036321], [-0.742776, 0.034579, -0.014311], [-1.920216, -0.384639, 0.818779], [-2.074221, -0.326371, -0.714948], [0.236752, -0.894726, -0.146073], [-0.327811, 2.012148, 0.967484], [-0.430092, 2.037522, -0.794300], [-2.540428, 0.298098, 1.360267], [-1.956089, -1.377406, 1.227455], [-2.096454, -1.265545, -1.316297], [-2.819661, 0.414981, -1.052003]], "forces_ev_per_a": [[0.5, -0.6, -0.1], [2.5, 2.6, 0.1], [0.4, -0.9, 0.2], [0.4, 0.0, 0.6], [-4.9, 1.0, 0.0], [-0.3, -0.9, -1.2], [0.2, -0.1, 0.3], [-0.5, -1.6, -0.2], [0.0, -0.7, -0.5], [-0.2, 0.3, -0.6], [0.2, 0.6, 0.2], [0.4, -0.2, 0.2], [0.2, 0.8, 0.8], [1.0, -0.1, 0.0]], "lowdin_charge": [0.186, -0.558, 0.054, -0.066, -0.426, -0.046, -0.030, 0.181, 0.149, 0.125, 0.101, 0.105, 0.118, 0.107]}

---

(4)
{"formula": "C5H6OS", "method": "ωB97M-V with the def2-TZVPD basis set", "homo_energy_ha": -0.348, "e_above_lowest_ev": 3.229, "homo_lumo_gap_ev": 10.12, "total_charge": 0, "elements": ["C", "C", "C", "C", "C", "H", "H", "H", "H", "H", "H", "O", "S"], "coordinates": [[0.080735, 0.803233, 1.441498], [0.852181, -0.833067, -0.317477], [0.297626, 0.491156, -1.046822], [-0.612842, 0.535191, 0.162296], [-0.539434, -0.952016, 0.001195], [1.564421, -1.624159, -0.687840], [0.926238, 1.365642, -1.290417], [-0.095571, 0.482311, -2.233114], [-1.570941, 1.052745, -0.000998], [-0.638956, -1.333749, 1.108049], [-1.519540, -1.442114, -0.606866], [-0.178134, 1.605301, 2.283432], [1.434217, -0.150473, 1.187062]], "forces_ev_per_a": [[-0.5, 1.4, -1.8], [1.7, 0.8, -3.3], [2.3, 1.9, -4.2], [-3.7, 1.3, -2.4], [-7.1, -4.6, 4.1], [-1.0, 0.9, 0.1], [0.6, -0.3, 1.1], [-0.1, -1.1, 3.5], [0.3, -0.2, 0.5], [-0.4, -0.5, -2.0], [3.4, 1.3, 1.0], [-0.2, 0.2, 1.1], [4.8, -1.1, 2.6]], "lowdin_charge": [-0.746, -0.500, -0.160, -0.328, -0.289, 0.133, 0.094, 0.178, 0.159, 0.122, 0.197, 0.069, 1.071]}

---

(5)
{"formula": "C5H6OS2", "method": "ωB97M-V with the def2-TZVPD basis set", "homo_energy_ha": -0.321, "e_above_lowest_ev": 2.074, "homo_lumo_gap_ev": 8.24, "total_charge": 0, "elements": ["S", "C", "C", "C", "C", "O", "C", "S", "H", "H", "H", "H", "H", "H"], "coordinates": [[2.667386, 0.206133, 0.706202], [1.062623, 0.325346, 0.047229], [-0.162531, 1.043078, 0.603311], [-1.380085, 0.150711, 0.148670], [-2.208139, -0.346695, 1.261885], [-2.654202, 0.675861, 0.308933], [-1.168490, -0.603614, -1.240114], [0.629902, -0.777806, -1.291172], [-0.046850, 1.077254, 1.694848], [-0.289665, 2.055297, 0.075994], [-1.935564, -0.008682, 2.331062], [-2.678887, -1.313456, 1.241627], [-1.629592, 0.018731, -2.133644], [-1.802722, -1.502219, -1.247744]], "forces_ev_per_a": [[-3.4, 0.7, -1.4], [2.0, -1.4, 0.7], [-0.1, -0.2, -2.0], [0.9, 0.0, -0.3], [0.7, 0.7, 0.8], [-0.4, -0.2, 1.3], [-1.3, 2.2, 0.3], [0.3, 0.3, 0.4], [-0.3, 0.5, -0.5], [0.4, -1.2, 1.1], [-0.6, -0.3, -1.9], [-0.4, -0.1, -0.4], [1.2, -0.8, 1.9], [0.9, -0.2, 0.2]], "lowdin_charge": [0.533, -1.013, -0.164, -0.536, -0.047, -0.011, -0.374, 0.886, 0.112, 0.160, 0.143, 0.105, 0.125, 0.083]}

---

(6)
{"formula": "C5H6OS2", "method": "ωB97M-V with the def2-TZVPD basis set", "homo_energy_ha": -0.323, "e_above_lowest_ev": 1.789, "homo_lumo_gap_ev": 7.32, "total_charge": 0, "elements": ["C", "C", "C", "C", "C", "H", "H", "H", "H", "H", "H", "O", "S", "S"], "coordinates": [[2.270426, 0.911219, 0.026559], [0.828535, 1.373123, -0.052573], [-0.145749, 0.330406, -0.565337], [-0.500279, -0.929382, 0.291055], [-1.974108, -0.875086, 0.169915], [3.040130, 1.615338, 0.384850], [0.173876, -0.088890, -1.573802], [-0.297796, -0.795347, 1.406849], [0.007477, -1.838646, 0.009909], [-2.468153, -1.671357, -0.461729], [-2.453966, -0.855044, 1.090297], [0.621244, 2.553799, 0.177313], [2.766053, -0.555227, -0.377298], [-1.867690, 0.825092, -0.526011]], "forces_ev_per_a": [[0.5, -0.1, 0.4], [1.0, 0.8, -0.4], [0.1, -1.0, -0.5], [1.9, 0.4, 2.4], [-1.2, -0.4, -2.3], [-0.8, 0.1, -0.1], [-0.2, 1.0, 1.1], [0.3, 0.1, -1.4], [0.1, -0.2, -0.3], [0.6, 1.1, 0.3], [-1.0, -0.1, 1.6], [-0.5, -1.5, -0.2], [0.1, -0.3, -0.1], [-1.0, 0.1, -0.3]], "lowdin_charge": [-0.553, -0.472, -0.571, -0.306, -0.442, 0.065, 0.129, 0.141, 0.086, 0.103, 0.040, 0.088, 0.789, 0.906]}